Record 1
A molecular structure, C40H54AsBrN3O3S2Si3Sr at a distorted geometry, computed with wB97M-V/def2-TZVPD.

XYZ file:
```
108
C40H54AsBrN3O3S2Si3Sr (wB97M-V/def2-TZVPD)
Sr -0.08 -0.91 0.85
O -2.63 1.06 1.16
S -3.57 2.17 1.48
C -5.10 1.38 2.07
C -5.65 0.28 1.16
C -5.71 -1.07 1.86
C -4.32 -1.66 2.09
S -3.46 -2.53 0.73
O -2.14 -1.83 0.67
C -4.33 -2.06 -0.76
C -3.71 -1.24 -1.68
C -4.36 -0.95 -2.87
C -5.61 -1.49 -3.13
C -6.21 -2.35 -2.21
C -5.56 -2.65 -1.03
C -4.21 2.78 -0.08
C -5.10 3.85 -0.08
C -5.54 4.35 -1.29
C -5.10 3.80 -2.49
C -4.20 2.75 -2.47
C -3.75 2.23 -1.26
H -5.81 2.20 2.21
H -4.85 1.01 3.06
H -5.04 0.21 0.26
H -6.65 0.56 0.82
H -6.36 -1.76 1.32
H -6.16 -0.95 2.85
H -4.33 -2.40 2.90
H -3.60 -0.88 2.33
H -2.74 -0.82 -1.46
H -3.89 -0.31 -3.60
H -6.12 -1.27 -4.06
H -7.17 -2.79 -2.43
H -6.00 -3.36 -0.33
H -5.42 4.29 0.85
H -6.24 5.18 -1.31
H -5.44 4.20 -3.43
H -3.83 2.33 -3.40
H -3.02 1.43 -1.22
Br 7.57 -3.67 -5.20
C 6.89 -4.51 -3.64
C 5.52 -4.71 -3.52
C 5.02 -5.31 -2.38
C 5.90 -5.71 -1.37
C 7.27 -5.55 -1.53
C 7.77 -4.93 -2.66
N 5.43 -6.43 -0.24
N 4.54 -6.01 0.52
C 3.97 -4.72 0.41
C 4.70 -3.57 0.26
C 4.08 -2.31 0.28
C 2.71 -2.16 0.44
O 2.11 -1.01 0.41
C 1.95 -3.37 0.68
N 0.61 -3.23 0.90
C -0.11 -4.32 1.09
C 0.42 -5.61 1.09
C 1.77 -5.77 0.88
C 2.57 -4.63 0.66
H 4.86 -4.40 -4.31
H 3.96 -5.47 -2.27
H 7.94 -5.92 -0.76
H 8.83 -4.78 -2.78
H 5.77 -3.62 0.12
H 4.69 -1.43 0.14
H -1.17 -4.17 1.25
H -0.23 -6.46 1.26
H 2.22 -6.75 0.88
C -1.29 4.53 0.26
Si 0.01 4.03 1.54
C -0.76 3.65 3.22
C 1.17 5.51 1.73
As 0.99 2.00 0.83
Si 1.69 2.49 -1.39
C 0.12 2.32 -2.43
C 2.94 1.22 -2.01
C 2.40 4.22 -1.56
Si 2.92 1.79 2.21
C 3.32 3.36 3.18
C 4.45 1.33 1.21
C 2.45 0.44 3.44
H -2.13 5.03 0.75
H -1.69 3.68 -0.30
H -0.87 5.23 -0.45
H -1.56 4.36 3.46
H -0.01 3.72 4.01
H -1.19 2.65 3.24
H 0.59 6.42 1.55
H 1.99 5.51 1.01
H 1.60 5.58 2.73
H -0.36 1.35 -2.26
H 0.37 2.38 -3.49
H -0.61 3.10 -2.21
H 2.81 0.25 -1.53
H 3.96 1.56 -1.83
H 2.81 1.10 -3.09
H 1.65 5.00 -1.41
H 2.81 4.35 -2.56
H 3.21 4.39 -0.85
H 3.52 4.21 2.52
H 4.24 3.16 3.75
H 2.55 3.64 3.89
H 4.98 2.22 0.89
H 4.19 0.73 0.34
H 5.13 0.74 1.84
H 1.45 0.63 3.86
H 3.15 0.41 4.28
H 2.46 -0.54 2.96
```

Net charge   +1
Highest occupied orbital energy   -0.339 Ha
Total energy   -229988.489 eV
F_max   1.97 eV Å⁻¹
Molar mass   1015.728 u
Kohn-Sham gap   7.0 eV
ΔE to the lowest compared entry with this formula, charge and spin   144.9 kJ/mol

Record 2
11 unconnected molecules or ions with the total composition C40H54BN10 at a distorted geometry, computed with wB97M-V/def2-TZVPD.

XYZ file:
```
105
C40H54BN10 (wB97M-V/def2-TZVPD)
B 0.07 0.06 0.05
H -0.98 0.09 -0.56
H 0.93 -0.01 -0.76
H 0.09 1.15 0.73
H 0.26 -0.78 0.95
N 4.20 0.83 0.61
C 3.80 2.15 0.60
C 4.80 3.04 1.33
C 5.92 2.04 1.63
C 5.36 0.59 1.29
H 3.83 0.02 -0.07
H 2.84 2.42 0.23
H 4.77 4.15 1.57
H 6.89 2.43 2.14
H 5.89 -0.26 1.59
N -0.19 -5.26 -2.37
C -1.07 -4.90 -3.36
C -0.94 -3.45 -3.58
C -0.17 -2.94 -2.42
C 0.52 -4.23 -1.78
H 0.09 -6.38 -2.50
H -1.50 -5.58 -4.08
H -1.38 -2.66 -4.23
H 0.15 -1.96 -2.16
H 1.31 -4.35 -0.95
N -2.38 -3.79 2.00
C -2.02 -3.50 0.67
C -2.29 -4.91 -0.04
C -2.86 -5.81 0.95
C -2.90 -5.02 2.28
H -2.18 -3.21 2.61
H -1.55 -2.49 0.43
H -2.01 -5.09 -1.00
H -3.09 -6.88 0.98
H -3.20 -5.40 3.36
N -1.23 2.77 -1.90
C -1.56 2.79 -3.26
C -2.05 4.23 -3.67
C -2.21 4.92 -2.45
C -1.74 3.97 -1.30
H -0.88 1.84 -1.37
H -1.44 1.88 -3.96
H -2.20 4.41 -4.65
H -2.43 6.01 -2.14
H -1.72 4.10 -0.04
N 1.12 4.11 3.77
C 0.77 4.36 2.52
C 0.71 5.98 2.42
C 0.71 6.45 3.82
C 1.08 5.17 4.69
H 1.24 3.23 3.95
H 0.71 3.71 1.85
H 0.47 6.66 1.62
H 0.84 7.43 4.25
H 1.33 4.95 5.60
N 5.13 -3.33 1.10
C 3.87 -2.85 0.89
C 3.58 -2.60 -0.58
C 4.96 -3.00 -1.25
C 5.83 -3.40 -0.05
H 5.44 -3.42 2.15
H 3.26 -2.86 1.83
H 2.63 -2.09 -1.11
H 5.32 -3.09 -2.21
H 6.82 -3.80 0.07
N -5.48 -0.18 -2.27
C -6.44 -1.06 -2.68
C -5.71 -2.43 -2.79
C -4.36 -2.29 -2.21
C -4.26 -0.88 -1.87
H -5.80 0.76 -1.90
H -7.41 -0.84 -2.68
H -6.30 -3.31 -3.23
H -3.63 -3.04 -2.08
H -3.54 -0.29 -1.38
N 2.75 1.06 -5.59
C 2.03 1.61 -4.46
C 1.54 0.34 -3.72
C 1.97 -0.87 -4.51
C 2.77 -0.35 -5.80
H 3.27 1.74 -6.09
H 1.82 2.75 -4.28
H 1.00 -0.02 -2.77
H 1.76 -1.75 -4.28
H 3.37 -0.70 -6.58
N 0.82 0.79 3.41
C 0.03 0.93 4.57
C 1.04 1.46 5.61
C 2.30 1.45 4.96
C 2.19 1.08 3.51
H 0.48 0.56 2.51
H -1.04 0.97 4.74
H 0.96 1.70 6.78
H 3.30 1.61 5.31
H 2.85 1.02 2.65
N -3.18 0.70 1.39
C -3.32 1.68 2.33
C -4.70 1.77 2.82
C -5.45 0.64 2.19
C -4.40 0.03 1.31
H -2.27 0.39 0.79
H -2.42 2.29 2.82
H -5.06 2.62 3.55
H -6.44 0.27 2.55
H -4.40 -0.82 0.66
```

Net charge   -1
Highest occupied orbital energy   -0.184 Ha
Total energy   -57910.020 eV
F_max   13.72 eV Å⁻¹
Molar mass   685.754 u
Kohn-Sham gap   7.2 eV
ΔE to the lowest compared entry with this formula, charge and spin   409.2 kJ/mol

Which formula does entry 1 have?
C40H54AsBrN3O3S2Si3Sr

Number 1 is which compound?
C40H54AsBrN3O3S2Si3Sr